w.
Computed, not measured: a structure of composition C36H32F6FeGeNO3Si, with ωB97M-V with the def2-TZVPD basis set.

Last column: Löwdin charge in e.
Element x y z (Å)
1 Fe -1.4254 0.9873 0.9424  1.18
2 C 0.9543 3.0725 0.0161  -0.16
3 Si 1.1712 2.5262 1.8054  0.44
4 C 3.0497 2.4692 2.1330  -0.18
5 C 0.4262 3.9308 2.8622  -0.15
6 N 0.3076 1.0334 1.9540  -0.12
7 C 0.4121 0.1930 3.0469  -0.31
8 C 1.5617 0.0096 3.7979  -0.02
9 C 1.6061 -0.8927 4.8717  -0.08
10 C 0.5127 -1.6562 5.2030  -0.08
11 C -0.6805 -1.4859 4.4656  -0.01
12 C -0.6948 -0.5792 3.4510  -0.23
13 F -1.7739 -0.4717 2.6274  0.03
14 H 1.7646 3.7410 -0.2666  0.04
15 H 0.0033 3.5814 -0.1143  0.03
16 H 0.9824 2.2124 -0.6580  0.01
17 H 3.4751 3.3921 1.7514  0.03
18 H 3.5506 1.6548 1.6193  0.02
19 H 3.2997 2.4365 3.1990  0.03
20 H 0.9876 4.8442 2.6768  0.03
21 H 0.4675 3.7431 3.9327  0.03
22 H -0.5972 4.1422 2.5615  0.01
23 H 2.4375 0.5705 3.5071  0.08
24 H 2.5322 -0.9487 5.4241  0.11
25 H 0.5793 -2.3882 6.0013  0.11
26 H -1.5763 -2.0468 4.6814  0.12
27 O -2.2153 -0.5706 -0.2482  -0.03
28 C -1.9319 0.0748 -1.3021  -0.60
29 O -1.3189 1.1835 -1.1700  -0.04
30 C -2.3625 -0.4788 -2.6675  -0.15
31 C -1.7482 -1.8127 -3.0775  -0.23
32 Ge 0.1455 -1.9882 -2.5506  0.99
33 C 0.9845 -3.1874 -3.8178  -0.26
34 C 0.9359 -2.8984 -5.1868  -0.12
35 C 1.6437 -3.6518 -6.1048  -0.09
36 C 2.4737 -4.6950 -5.6539  -0.09
37 C 2.5669 -4.9686 -4.2846  -0.09
38 C 1.8478 -4.2049 -3.3555  -0.10
39 C 0.1486 -2.9473 -0.8814  -0.27
40 C -0.2657 -4.3018 -0.8865  -0.12
41 C -0.3027 -5.0364 0.2881  -0.08
42 C 0.0778 -4.4471 1.4936  -0.07
43 C 0.5407 -3.1213 1.5137  -0.07
44 C 0.4876 -2.3523 0.3565  -0.10
45 C 1.2878 -0.4201 -2.6059  -0.25
46 C 2.4185 -0.3238 -1.7663  -0.11
47 C 3.3229 0.7305 -1.8747  -0.10
48 C 3.1293 1.7211 -2.8388  -0.09
49 C 2.0105 1.6526 -3.6799  -0.08
50 C 1.0856 0.6199 -3.5352  -0.10
51 H -2.1393 0.2953 -3.4101  0.11
52 H -3.4533 -0.5848 -2.6117  0.13
53 H -1.7776 -1.9213 -4.1639  0.07
54 H -2.2551 -2.6554 -2.6016  0.08
55 H 0.3168 -2.0948 -5.5428  0.09
56 H 1.5683 -3.4606 -7.1711  0.10
57 H 3.0580 -5.2806 -6.3613  0.10
58 H 3.1717 -5.8166 -3.9373  0.10
59 H 1.9572 -4.4114 -2.2986  0.09
60 H -0.5056 -4.7764 -1.8308  0.10
61 H -0.6155 -6.0713 0.2556  0.10
62 H 0.0025 -4.9849 2.4280  0.10
63 H 0.8840 -2.6926 2.4564  0.09
64 H 0.7036 -1.2901 0.4101  0.08
65 H 2.6274 -1.0916 -1.0102  0.10
66 H 4.1974 0.7804 -1.2113  0.11
67 H 3.8598 2.5338 -2.9576  0.11
68 H 1.8401 2.3661 -4.4722  0.10
69 H 0.2271 0.6179 -4.1934  0.10
70 F -5.9465 6.2267 3.7482  0.10
71 C -5.1420 5.3068 3.1678  -0.13
72 C -5.1804 3.9696 3.5700  -0.14
73 F -6.0286 3.5959 4.5455  0.11
74 C -4.3865 2.9949 2.9772  -0.12
75 F -4.5269 1.7194 3.3883  0.10
76 C -3.4777 3.3179 1.9201  -0.27
77 O -2.7625 2.4479 1.2680  -0.13
78 C -3.4601 4.6876 1.5556  -0.13
79 F -2.6103 5.0611 0.5650  0.09
80 C -4.2563 5.6491 2.1517  -0.14
81 F -4.1848 6.9152 1.7109  0.11

Results
- LUMO level (alpha / beta) (eV) = 0.472 / -2.055
- orbital gap (alpha / beta) (eV) = 8.97 / 6.40
- ⟨S²⟩ = 8.7664
- E_HOMO (alpha / beta) (eV) = -8.49 / -8.45
- spin multiplicity = 6

***

x.
Computed, not measured: a structure of composition C36H32F6FeGeNO3Si, with ωB97M-V with the def2-TZVPD basis set.

Last column: Löwdin charge in e.
Element x y z (Å)
1 Fe -1.7853 -1.2015 -1.3040  1.08
2 C -5.1915 -0.2576 -1.3969  -0.16
3 Si -4.1190 0.8260 -2.4928  0.52
4 C -4.3447 0.5650 -4.3222  -0.16
5 C -4.3166 2.6547 -2.0006  -0.18
6 N -2.3988 0.2018 -2.2438  -0.15
7 C -1.3879 0.8847 -2.9741  -0.26
8 C -1.5176 2.1375 -3.6257  -0.02
9 C -0.5152 2.5849 -4.4909  -0.09
10 C 0.6254 1.8665 -4.6852  -0.10
11 C 0.8175 0.6625 -4.0099  -0.01
12 C -0.1656 0.2099 -3.1708  -0.20
13 F -0.1131 -1.0671 -2.6348  0.01
14 H -6.0709 0.3734 -1.1052  0.05
15 H -4.6778 -0.5085 -0.4583  0.02
16 H -5.5853 -1.0932 -1.9323  0.02
17 H -5.3910 0.3840 -4.6159  0.05
18 H -3.7389 -0.2844 -4.5964  0.04
19 H -4.0023 1.4186 -4.8816  0.02
20 H -4.4900 3.3343 -2.8511  0.03
21 H -3.5150 3.1550 -1.3635  0.07
22 H -5.2029 2.7481 -1.4007  0.01
23 H -2.4953 2.6904 -3.6180  0.09
24 H -0.5909 3.5420 -4.9355  0.10
25 H 1.4572 2.2355 -5.2972  0.12
26 H 1.7239 0.0273 -4.0825  0.14
27 O -0.6444 -0.1083 0.2052  -0.11
28 C -1.5032 -0.4920 1.1307  -0.51
29 O -2.5111 -1.1920 0.7524  -0.06
30 C -1.3968 0.0376 2.5678  -0.14
31 C -0.3930 1.1990 2.7647  -0.24
32 Ge 1.5504 0.8645 2.4869  1.06
33 C 2.6585 1.3862 4.0315  -0.29
34 C 2.3756 0.9998 5.3700  -0.11
35 C 3.2963 1.2209 6.3538  -0.11
36 C 4.5333 1.7767 6.1061  -0.11
37 C 4.8333 2.1636 4.8459  -0.09
38 C 3.9466 1.8951 3.7642  -0.10
39 C 1.7182 2.3189 1.1152  -0.25
40 C 1.9230 3.6254 1.5776  -0.13
41 C 1.9902 4.7103 0.7186  -0.09
42 C 1.8202 4.4850 -0.6620  -0.08
43 C 1.5802 3.1789 -1.1301  -0.09
44 C 1.5791 2.1098 -0.2732  -0.10
45 C 2.4216 -0.7787 1.8743  -0.26
46 C 2.0570 -1.3348 0.6699  -0.12
47 C 2.4894 -2.6199 0.3531  -0.09
48 C 3.3332 -3.3202 1.2134  -0.08
49 C 3.8282 -2.7040 2.3616  -0.07
50 C 3.4304 -1.3940 2.6468  -0.08
51 H -1.1358 -0.7829 3.2659  0.13
52 H -2.3437 0.3505 2.9692  0.11
53 H -0.5021 1.6591 3.7499  0.07
54 H -0.6522 2.0177 2.1493  0.05
55 H 1.4071 0.5257 5.6201  0.11
56 H 2.9289 0.9437 7.3040  0.09
57 H 5.2526 1.9328 6.9153  0.11
58 H 5.8087 2.6585 4.7009  0.11
59 H 4.2709 2.0256 2.7166  0.11
60 H 2.0208 3.8542 2.6273  0.09
61 H 2.1852 5.7086 1.0771  0.10
62 H 1.9782 5.3707 -1.2886  0.10
63 H 1.4681 3.0364 -2.2103  0.09
64 H 1.3635 1.1424 -0.6890  0.06
65 H 1.4376 -0.7975 -0.0867  0.08
66 H 2.1521 -3.1271 -0.5217  0.09
67 H 3.5998 -4.3188 0.9534  0.09
68 H 4.5909 -3.1968 2.9016  0.09
69 H 3.8001 -0.8990 3.5380  0.09
70 F -0.3003 -7.8149 -0.8858  0.09
71 C -0.8865 -6.5986 -1.0166  -0.12
72 C -1.9756 -6.4871 -1.9164  -0.14
73 F -2.4155 -7.6236 -2.4856  0.11
74 C -2.5117 -5.2598 -2.2196  -0.10
75 F -3.5608 -5.2923 -3.1138  0.07
76 C -2.0968 -4.0217 -1.6093  -0.27
77 O -2.6106 -2.8867 -1.9621  -0.11
78 C -1.0152 -4.2140 -0.6916  -0.13
79 F -0.4595 -3.0976 -0.1779  0.06
80 C -0.4304 -5.4394 -0.3814  -0.10
81 F 0.7078 -5.4859 0.4133  0.07

Results
- LUMO level (alpha / beta) (eV) = 0.386 / -1.668
- orbital gap (alpha / beta) (eV) = 8.87 / 6.82
- ⟨S²⟩ = 8.7668
- E_HOMO (alpha / beta) (eV) = -8.49 / -8.49
- spin multiplicity = 6

***

w takes first place; second place is 32.6 kcal/mol up.